Version i
C5H15N2 | ωB97M-V/def2-TZVPD

```
! wB97M-V def2-TZVPD RIJCOSX def2/J DEFGRID3
* xyz 1 1
C -0.829 1.912 2.569
C -0.603 1.430 1.152
N -0.070 0.018 1.164
H -1.254 2.911 2.573
H -1.547 1.255 3.066
H 0.094 1.915 3.145
H -1.524 1.390 0.581
H 0.135 2.018 0.608
H 0.830 -0.043 1.638
H 0.116 -0.314 0.170
H -0.748 -0.617 1.582
C -0.926 -0.183 -2.070
C 0.508 -0.553 -1.785
C 0.882 -1.768 -1.342
N 2.172 -2.200 -1.197
H -1.650 -0.774 -1.507
H -1.097 0.871 -1.852
H -1.166 -0.302 -3.131
H 1.265 0.110 -2.195
H 0.132 -2.538 -1.177
H 2.360 -2.976 -0.589
H 2.921 -1.562 -1.403
*
```

## Properties
Molecular weight   103.2 Da

Version ii
C5H15N2 | ωB97M-V/def2-TZVPD

```
! wB97M-V def2-TZVPD RIJCOSX def2/J DEFGRID3
* xyz 1 1
C 1.958 -0.838 2.024
C 1.342 -1.236 0.666
N 1.139 -0.066 -0.236
C 0.352 -0.259 -1.428
C -1.112 -0.374 -0.988
N -1.378 0.729 -0.020
C -2.092 1.939 -0.487
H 2.070 -1.802 2.516
H 2.964 -0.482 1.791
H 1.427 -0.032 2.522
H 2.079 -1.884 0.185
H 0.410 -1.791 0.768
H 2.075 0.254 -0.463
H 0.544 -1.211 -1.952
H 0.579 0.576 -2.087
H -1.886 -0.235 -1.738
H -1.185 -1.317 -0.453
H -2.014 0.372 0.685
H -0.480 0.845 0.499
H -1.646 2.288 -1.416
H -3.154 1.741 -0.587
H -1.994 2.782 0.198
*
```

## Properties
Molecular weight   103.2 Da
SMILES   CCNCC[NH2+]C

Version iii
C5H15N2 | ωB97M-V/def2-TZVPD

```
! wB97M-V def2-TZVPD RIJCOSX def2/J DEFGRID3
* xyz 1 1
C 2.786 0.112 -1.121
C 1.328 -0.117 -1.506
N 0.566 -0.676 -0.366
C -0.852 -0.906 -0.648
C -1.636 0.311 -0.089
N -0.888 0.816 1.080
C -1.369 0.395 2.426
H 3.201 0.932 -1.697
H 3.396 -0.771 -1.317
H 2.850 0.350 -0.058
H 1.231 -0.789 -2.358
H 0.838 0.811 -1.804
H 1.020 -1.554 -0.145
H -1.097 -0.944 -1.702
H -1.159 -1.819 -0.135
H -2.648 0.016 0.195
H -1.773 1.076 -0.840
H -0.792 1.827 1.043
H 0.068 0.421 0.893
H -1.941 -0.510 2.328
H -1.974 1.188 2.878
H -0.512 0.231 3.064
*
```

## Properties
Molecular weight   103.2 Da
SMILES   CCNCC[NH2+]C

Version iv
C5H15N2 | ωB97M-V/def2-TZVPD

```
! wB97M-V def2-TZVPD RIJCOSX def2/J DEFGRID3
* xyz 1 1
C -2.518 -0.767 -0.892
C -1.566 -1.286 0.355
C -0.070 -1.303 0.155
C 0.352 0.107 0.048
N 0.150 0.911 1.353
C 1.772 0.285 -0.499
N 1.986 1.754 -0.615
H -2.632 0.394 -0.786
H -2.217 -1.127 -1.845
H -3.466 -1.352 -0.625
H -1.899 -2.304 0.558
H -1.932 -0.592 1.146
H 0.292 -1.776 -0.749
H 0.314 -1.803 1.019
H -0.406 0.604 -0.609
H -0.143 1.858 1.145
H 1.011 0.954 1.835
H -0.347 0.414 2.032
H 2.029 -0.157 -1.481
H 2.321 -0.303 0.365
H 1.377 2.093 -1.367
H 2.926 2.219 -0.802
*
```

## Properties
Molecular weight   103.2 Da
SMILES   CCC[C@@H]([NH3+])CN

List of relative energies, unit kcal/mol: version i 3.7; version ii 7.4; version iii 0.0; version iv 28.7